1.
ORCA calculation (the ωB97M-V functional and the def2-TZVPD basis) on the molecule C5H7NO2.

Computed properties:
LUMO energy   0.979 eV
Energy relative to the best compared isomer or geometry (same formula, charge and spin)   1.8263 eV
Energy   -399.8984 Ha
2S+1   1
SMILES   N[C@@H]1[C@H]2O[C@@H]3[C@H](O2)[C@H]13

Last column: natural (NBO) charge in e.
Atoms and positions in Å:
1 N -2.065 -0.221 0.062  -0.82
2 C -0.760 -0.236 -0.594  -0.09
3 C 0.172 -1.245 0.095  0.32
4 O 1.395 -1.125 -0.605  -0.49
5 C 1.572 0.270 -0.397  0.04
6 C 0.917 0.577 0.930  0.03
7 O 0.408 -0.654 1.356  -0.49
8 C 0.203 0.928 -0.379  -0.32
9 H -1.935 0.002 1.055  0.37
10 H -2.608 0.531 -0.304  0.36
11 H -0.824 -0.440 -1.654  0.21
12 H -0.190 -2.279 0.196  0.21
13 H 2.503 0.693 -0.793  0.22
14 H 1.222 1.244 1.734  0.22
15 H -0.011 1.954 -0.703  0.24

Force components x, y, z for each atom (eV/Å):
0.73 -0.05 0.38
0.29 0.13 0.55
-0.57 -0.85 -0.20
-0.07 0.33 0.22
0.63 0.53 -0.24
0.02 0.42 -0.34
-0.20 -0.53 0.48
-0.11 0.59 0.22
0.05 -0.23 -0.40
-0.53 0.47 -0.36
-0.33 -0.27 -0.18
0.37 0.47 -0.06
-0.58 -0.26 0.26
0.05 -0.17 -0.46
0.25 -0.57 0.14


2.
ORCA calculation (the ωB97M-V functional and the def2-TZVPD basis) on the molecule C17H25NO4.

Computed properties:
LUMO energy   -0.209 eV
Energy relative to the best compared isomer or geometry (same formula, charge and spin)   2.8576 eV
Energy   -1018.4482 Ha
2S+1   1
SMILES   CC/C(=C1/C(=O)CC(C)(C)[C@@H](C(=O)OC)C1=O)N1CCCC1

Last column: natural (NBO) charge in e.
Atoms and positions in Å:
1 C 1.758 -3.180 1.698  -0.60
2 C 1.737 -2.045 0.658  -0.46
3 C 1.022 -0.762 1.151  0.46
4 C -0.270 -0.399 0.776  -0.34
5 C -0.901 0.898 1.052  0.57
6 O -0.974 1.378 2.179  -0.54
7 C -1.964 1.457 0.107  -0.50
8 C -1.758 0.943 -1.328  0.00
9 C -0.372 1.431 -1.885  -0.63
10 C -2.887 1.516 -2.210  -0.60
11 C -1.836 -0.615 -1.243  -0.42
12 C -1.261 -1.245 -2.522  0.83
13 O -0.066 -1.506 -2.589  -0.61
14 O -2.143 -1.465 -3.525  -0.51
15 C -1.622 -2.065 -4.698  -0.26
16 C -1.033 -1.225 -0.080  0.60
17 O -1.258 -2.391 0.272  -0.54
18 N 1.785 0.141 1.910  -0.54
19 C 2.309 1.380 1.323  -0.19
20 C 2.236 2.404 2.451  -0.41
21 C 2.018 1.629 3.749  -0.41
22 C 1.570 0.227 3.368  -0.20
23 H 0.681 -3.448 1.964  0.23
24 H 2.299 -2.836 2.618  0.21
25 H 2.229 -4.045 1.244  0.22
26 H 2.762 -1.762 0.369  0.22
27 H 1.294 -2.367 -0.252  0.23
28 H -1.909 2.554 0.046  0.24
29 H -2.956 1.168 0.481  0.24
30 H -0.402 1.342 -2.971  0.22
31 H 0.512 0.920 -1.535  0.23
32 H -0.232 2.448 -1.590  0.21
33 H -2.827 1.161 -3.213  0.22
34 H -2.853 2.587 -2.213  0.21
35 H -3.867 1.176 -1.782  0.21
36 H -2.871 -0.934 -1.149  0.25
37 H -1.075 -2.986 -4.448  0.20
38 H -2.461 -2.358 -5.357  0.20
39 H -0.981 -1.377 -5.246  0.19
40 H 1.692 1.656 0.423  0.18
41 H 3.372 1.271 1.009  0.18
42 H 1.401 3.070 2.250  0.21
43 H 3.114 3.004 2.502  0.21
44 H 2.972 1.643 4.283  0.20
45 H 1.269 2.097 4.413  0.22
46 H 0.533 0.057 3.713  0.21
47 H 2.217 -0.546 3.826  0.18

Force components x, y, z for each atom (eV/Å):
-1.21 0.69 0.68
-0.03 1.12 0.66
-1.11 0.24 -0.69
3.56 0.76 0.34
-2.38 0.69 2.21
1.33 -0.07 -0.39
0.95 -0.17 -1.54
0.32 -0.05 -0.04
-1.12 -0.54 -0.04
-0.49 -1.18 1.39
0.46 -0.04 -1.34
1.40 -0.40 0.19
-1.60 0.21 -0.35
0.03 0.45 1.04
0.02 -0.94 -0.75
-2.50 -2.75 0.31
0.44 1.21 -1.22
0.06 0.00 0.47
0.03 -0.41 -0.53
-1.24 0.09 -0.30
0.20 0.51 0.61
0.34 -0.74 0.04
1.46 0.30 -0.26
-0.43 -0.55 -0.75
0.18 -0.14 0.22
-0.20 0.11 0.41
-0.68 -0.46 -0.69
0.01 -0.32 0.52
0.29 0.04 0.07
0.20 0.17 -0.01
0.02 -0.58 0.21
-0.06 0.93 -0.09
0.06 -0.29 -0.84
0.00 0.65 0.04
0.69 0.42 -0.43
-0.15 0.00 0.19
0.00 0.43 -0.04
0.23 0.38 0.60
0.14 0.01 0.12
0.62 -0.06 0.75
-0.61 -0.14 -0.10
-0.14 0.08 0.10
0.72 0.47 -0.02
-0.19 -0.33 0.14
0.38 -0.09 -0.42
0.34 -0.04 -0.63
-0.36 0.34 0.15


3.
ORCA calculation (the ωB97M-V functional and the def2-TZVPD basis) on a 8-piece molecular cluster, C10H36O8 overall.

Computed properties:
LUMO energy   0.355 eV
Energy relative to the best compared isomer or geometry (same formula, charge and spin)   11.3186 eV
Energy   -1004.0812 Ha
2S+1   1
SMILES   CC(C)O.CO.CO.CO.CO.CO.CO.CO

Last column: natural (NBO) charge in e.
Atoms and positions in Å:
1 C 0.635 -0.211 0.327  -0.64
2 C -0.354 0.125 -0.821  0.08
3 C 0.416 0.882 -2.066  -0.65
4 O -1.012 -1.162 -1.211  -0.72
5 H 1.315 0.648 0.712  0.21
6 H 1.334 -1.080 0.021  0.21
7 H 0.234 -0.492 1.261  0.21
8 H -0.963 0.762 -0.245  0.18
9 H -0.199 1.055 -2.939  0.22
10 H 1.208 0.349 -2.539  0.21
11 H 0.889 1.819 -1.842  0.22
12 H -1.688 -1.243 -0.733  0.46
13 C -4.416 0.191 0.749  -0.22
14 O -4.794 -0.833 1.575  -0.72
15 H -3.394 0.251 0.656  0.15
16 H -4.717 1.108 1.013  0.17
17 H -4.881 0.196 -0.369  0.12
18 H -4.076 -1.485 1.266  0.49
19 C -0.188 3.629 2.408  -0.27
20 O -0.953 4.669 1.749  -0.72
21 H -0.847 2.753 2.545  0.17
22 H -0.065 4.025 3.446  0.18
23 H 0.759 3.224 1.881  0.18
24 H -1.112 5.293 2.395  0.46
25 C 3.959 3.303 1.031  -0.24
26 O 4.499 2.846 2.331  -0.71
27 H 3.094 2.547 0.831  0.15
28 H 4.584 3.385 0.306  0.16
29 H 3.363 4.161 1.099  0.18
30 H 5.015 2.105 2.025  0.46
31 C 2.338 -3.242 -1.794  -0.22
32 O 3.339 -3.493 -0.910  -0.71
33 H 1.567 -2.739 -1.567  0.15
34 H 1.953 -4.257 -1.823  0.17
35 H 2.761 -3.057 -2.866  0.15
36 H 4.264 -2.976 -1.302  0.45
37 C 1.868 1.049 3.784  -0.29
38 O 1.263 0.415 4.908  -0.72
39 H 1.747 0.170 3.152  0.18
40 H 2.838 0.786 4.032  0.20
41 H 1.549 2.094 3.490  0.18
42 H 0.205 0.689 4.833  0.45
43 C -0.487 -1.499 -4.721  -0.25
44 O -0.181 -2.197 -3.544  -0.71
45 H -1.076 -0.581 -4.456  0.17
46 H -0.912 -1.996 -5.421  0.17
47 H 0.431 -1.473 -5.341  0.16
48 H -0.017 -1.639 -2.904  0.47
49 C -3.776 -3.030 -0.979  -0.28
50 O -3.000 -2.689 0.191  -0.76
51 H -4.784 -3.277 -0.663  0.19
52 H -3.339 -4.089 -1.229  0.17
53 H -3.843 -2.386 -1.936  0.20
54 H -2.351 -3.388 0.197  0.49

Force components x, y, z for each atom (eV/Å):
3.53 -0.15 -1.15
2.80 -1.16 -0.43
-1.69 -1.19 0.90
9.69 3.69 -5.89
-0.98 -0.96 -1.33
-0.93 1.42 0.42
-1.38 -0.66 0.80
-1.87 1.09 -0.50
-0.88 0.20 0.16
0.83 -1.28 0.31
-0.19 0.55 0.85
-8.84 -1.23 6.21
-1.90 -0.97 -4.23
1.67 -2.18 -0.56
2.64 0.07 -0.45
-1.40 3.35 1.90
0.96 -0.72 2.00
-1.88 0.33 1.34
-0.58 -0.16 0.61
1.39 -2.75 -2.26
0.21 0.12 -0.25
0.93 -0.70 -0.71
-1.43 1.41 0.69
-0.56 2.12 1.83
-5.92 -3.58 5.49
-0.29 1.29 -1.82
1.63 0.82 -0.46
4.32 0.23 -4.47
-0.22 1.77 0.79
0.45 -0.54 0.46
4.61 -5.77 -5.45
6.66 3.31 0.40
-5.11 4.90 2.11
-0.95 -0.33 -0.98
-1.15 0.09 1.76
-4.08 -2.21 2.14
-1.10 -2.01 -0.23
-5.87 2.32 1.28
-0.53 1.11 -2.20
2.75 1.43 0.24
0.71 -1.51 0.42
4.12 -1.41 0.61
3.43 3.49 3.66
-1.49 -5.39 -5.35
0.96 -0.45 -0.84
-4.45 -4.14 -3.56
0.48 1.79 0.63
0.99 4.41 5.14
0.28 -2.97 -1.20
-0.40 1.03 -0.90
-0.29 0.42 0.08
-1.00 1.98 -0.49
0.83 -0.49 1.97
0.51 0.16 0.52


4.
ORCA calculation (the ωB97M-V functional and the def2-TZVPD basis) on an isolated ion of composition C8H11F2N2O2S and charge +1.

Computed properties:
LUMO energy   -3.880 eV
Energy   -1169.0255 Ha
Charge   +1
2S+1   1
SMILES   C[N+](C)=c1ccn(S(=O)(=O)C(F)F)cc1

Last column: natural (NBO) charge in e.
Atoms and positions in Å:
1 C -3.084 -1.375 0.327  -0.42
2 N -1.947 -1.310 -0.654  -0.35
3 C -2.371 -1.862 -1.977  -0.44
4 C -0.847 -0.669 -0.204  0.32
5 C -0.546 -0.365 1.134  -0.33
6 C 0.688 0.105 1.386  0.13
7 N 1.625 0.436 0.512  -0.60
8 S 3.113 1.153 1.076  2.22
9 O 3.214 0.743 2.406  -0.86
10 O 4.017 0.790 0.048  -0.86
11 C 2.649 2.947 0.831  0.36
12 F 2.830 3.193 -0.471  -0.30
13 F 1.386 3.093 1.023  -0.29
14 C 1.318 0.313 -0.838  0.08
15 C 0.110 -0.147 -1.199  -0.29
16 H -4.086 -1.216 -0.235  0.23
17 H -3.282 -2.342 0.790  0.23
18 H -2.871 -0.594 1.058  0.21
19 H -1.741 -2.788 -2.219  0.23
20 H -3.427 -2.137 -2.128  0.26
21 H -2.005 -1.156 -2.881  0.22
22 H -1.138 -0.777 1.967  0.26
23 H 0.930 0.173 2.434  0.26
24 H 3.355 3.487 1.541  0.20
25 H 2.200 0.568 -1.515  0.28
26 H -0.089 -0.263 -2.212  0.25

Force components x, y, z for each atom (eV/Å):
-1.25 0.30 -1.19
-2.14 -0.20 1.58
3.85 0.46 -2.96
-0.26 0.33 -3.45
-0.77 -1.44 0.02
-0.42 0.06 2.35
-0.15 0.14 -1.13
-0.68 -0.75 -2.69
0.18 0.14 1.83
0.58 0.26 0.06
2.57 -0.29 0.04
0.85 0.20 0.02
-2.11 0.39 1.42
2.01 0.61 -0.12
-0.17 -0.98 1.86
1.84 0.37 0.87
0.77 -0.14 0.12
-0.80 -0.26 -0.01
-0.98 1.03 0.66
0.50 0.60 0.80
-1.22 -1.23 2.12
0.42 0.59 -0.50
0.47 0.27 0.08
-1.06 0.00 -0.99
-1.66 -0.26 0.78
-0.37 -0.20 -1.58


no.,frontier orbital gap (Eh)
1,0.3720
2,0.2938
3,0.3744
4,0.3369